Entry 1:
Here is a cluster of 2 separate species, C7H7Cl2O2 in total from the OMol25 dataset. Energies are from the ωB97M-V functional and the def2-TZVPD basis.

Each line ends with the Mulliken spin population.
CARTESIAN COORDINATES (ANGSTROEM)
H (-2.761, -2.108, 1.384)  0.009
Cl (-3.090, -2.083, -1.085)  0.067
H (-0.334, -0.847, -1.180)  0.024
O (-2.068, 2.231, 0.015)  0.184
H (-0.673, -0.910, 0.499)  -0.002
C (1.651, -0.813, -0.113)  -0.010
H (1.970, -1.199, -1.113)  0.003
H (2.583, 0.797, 1.120)  0.003
C (0.024, 1.019, -0.326)  0.059
C (0.058, -0.485, -0.276)  0.140
H (3.254, 0.536, -0.426)  0.003
C (2.307, 0.471, 0.144)  0.000
H (1.869, -1.556, 0.683)  0.007
C (1.353, 1.598, -0.273)  0.035
O (1.619, 2.814, -0.363)  0.040
C (-1.053, 1.738, -0.239)  0.757
Cl (-4.040, -0.006, 1.027)  0.080
C (-2.668, -1.198, 0.522)  0.600

Values from the calculation:
Total charge   -1
2S+1   3
HOMO level (spin up / spin down)   -0.33 / -3.58 eV

Entry 2:
Here is a structure of composition C17H19N6OS2ScSe from the OMol25 dataset. Energies are from the ωB97M-V functional and the def2-TZVPD basis.

Each line ends with the Mulliken spin population.
CARTESIAN COORDINATES (ANGSTROEM)
C (-2.194, -3.131, 1.330)  0.105
C (1.177, -2.444, 1.137)  0.141
C (1.006, 3.038, 0.025)  0.000
C (3.433, -1.395, 1.233)  0.000
H (1.573, -3.430, 0.912)  0.021
H (1.528, 5.053, 0.387)  0.001
H (3.443, 5.024, -1.242)  0.000
H (-3.172, 1.664, -0.445)  0.000
N (-1.499, -0.573, -1.254)  0.003
H (0.074, -1.746, -2.106)  0.003
H (0.154, 2.996, 0.710)  0.003
C (2.835, 4.147, -1.072)  -0.003
N (-2.296, 0.183, -3.147)  -0.001
H (-5.105, -3.310, 1.281)  0.000
Sc (-0.724, -0.139, 0.976)  0.015
S (-2.986, -1.608, 1.375)  0.033
H (-4.093, 0.184, -0.490)  0.000
H (-5.419, -5.022, 1.699)  0.000
H (-4.765, -3.890, 2.924)  0.002
N (-0.132, -2.248, 1.251)  0.236
H (1.634, 1.708, 2.549)  0.000
C (4.185, -0.290, 1.523)  0.048
H (5.262, -0.307, 1.406)  0.008
C (-1.222, -0.614, -3.476)  0.001
C (-3.548, 0.889, -1.118)  0.000
S (-3.118, -4.657, 1.336)  0.023
N (-0.923, -3.358, 1.229)  -0.062
C (-0.748, -1.074, -2.293)  0.002
Se (-1.623, 1.954, 1.878)  0.003
H (3.890, -2.313, 0.880)  -0.001
C (-2.437, 0.184, -1.797)  0.004
O (0.574, 0.844, -0.467)  -0.007
H (-4.225, 1.337, -1.849)  0.000
H (2.432, 0.903, -2.008)  0.005
C (-4.775, -4.160, 1.870)  0.000
C (2.173, 0.847, 2.162)  -0.057
H (4.110, 1.757, 2.269)  0.013
H (-2.877, 0.691, -3.786)  0.000
N (1.274, 1.906, -0.649)  -0.005
C (1.775, 4.164, -0.176)  0.001
H (3.898, 2.885, -2.463)  0.000
C (2.301, 1.859, -1.524)  0.000
C (3.087, 2.962, -1.752)  0.000
C (2.026, -1.351, 1.399)  0.156
C (3.545, 0.872, 2.010)  0.153
N (1.411, -0.203, 1.856)  0.158
H (-0.917, -0.788, -4.493)  0.000

Values from the calculation:
Total charge   -1
2S+1   2
Energy above the lowest of the compared OMol25 structures with the same formula, charge and spin   0.811 eV
HOMO level (spin up / spin down)   -2.34 / -3.21 eV

Entry 3:
Here is a cluster of 9 separate species, C12H45N3O9 in total from the OMol25 dataset. Energies are from the ωB97M-V functional and the def2-TZVPD basis.

Each line ends with the natural charge from an NBO analysis.
CARTESIAN COORDINATES (ANGSTROEM)
H (-3.323, 2.065, 3.084)  0.185
H (-2.086, 3.092, 1.361)  0.378
C (-1.287, -1.711, 0.865)  -0.260
H (2.746, -2.400, 4.035)  0.355
O (0.255, 3.174, 0.218)  -0.989
N (-2.955, 2.704, 1.022)  -0.846
H (3.789, 1.451, -3.065)  0.378
H (-4.792, -0.836, -0.151)  0.175
H (-2.176, -1.871, 1.476)  0.161
H (-0.866, -0.789, 1.267)  0.181
H (5.109, 0.725, -1.318)  0.176
H (-4.467, -2.011, 1.041)  0.200
H (-5.268, 3.547, 3.243)  0.199
O (-0.929, 0.411, -5.331)  -0.962
C (4.306, 0.090, -1.693)  -0.054
H (3.518, 0.149, 0.384)  0.226
H (6.301, -3.408, -0.522)  0.159
C (3.165, 0.402, -0.616)  -0.649
C (2.639, -2.868, 1.728)  -0.629
O (1.047, -0.486, -3.244)  -0.989
H (2.228, -0.144, -0.730)  0.201
C (5.457, -2.989, 0.026)  -0.246
H (-1.051, -0.329, -5.925)  0.464
H (-3.702, 2.233, -1.771)  0.493
H (-5.033, 4.068, 1.603)  0.206
H (4.438, 0.112, -3.756)  0.366
C (-4.914, -1.025, 0.915)  -0.261
H (1.233, -2.620, 4.300)  0.346
H (0.450, -4.015, 2.453)  0.183
H (3.993, -2.091, -1.847)  0.164
H (-2.844, 1.945, -2.985)  0.479
H (-0.168, 0.389, -1.844)  0.494
H (0.818, -1.374, -2.968)  0.472
H (1.960, -0.380, -2.978)  0.510
C (0.198, -2.965, 2.304)  -0.067
H (5.601, -1.589, -2.390)  0.167
H (-2.662, 1.792, 0.703)  0.351
H (-1.917, 3.914, -2.541)  0.466
O (-4.263, 0.029, 1.765)  -0.558
H (-0.288, 0.103, -4.691)  0.492
C (4.823, -1.412, -1.648)  -0.057
O (-1.582, 4.425, -1.805)  -0.940
H (2.938, -3.772, 2.257)  0.191
H (1.364, -1.146, 1.950)  0.187
C (1.504, -2.094, 2.470)  -0.075
N (1.853, -1.975, 3.831)  -0.809
H (0.098, 3.747, -0.532)  0.480
H (-2.338, 4.924, -1.495)  0.474
H (4.622, -3.642, -0.228)  0.161
H (2.386, -3.220, 0.728)  0.215
H (-1.265, 1.365, -1.476)  0.496
H (-5.754, 1.348, 2.151)  0.155
H (5.614, -3.248, 1.073)  0.197
H (-1.686, -1.484, -0.124)  0.193
H (-5.972, -1.104, 1.166)  0.176
O (5.298, -1.663, -0.324)  -0.544
H (-0.014, 2.306, -0.083)  0.489
O (-2.873, 1.835, -2.034)  -0.951
H (2.695, 1.384, -0.652)  0.240
C (-3.828, 2.388, 2.173)  -0.076
H (-0.513, -2.683, 3.080)  0.164
H (-5.015, 1.409, 0.575)  0.155
H (-3.709, 4.374, 2.833)  0.215
H (3.482, -2.177, 1.755)  0.213
O (-0.414, 1.038, -1.186)  -0.997
O (-0.510, -2.881, 1.014)  -0.553
N (3.831, 0.443, -3.020)  -0.863
C (-4.794, 1.305, 1.637)  -0.053
C (-4.502, 3.713, 2.486)  -0.604

Values from the calculation:
SMILES   COC[C@H](C)N.COC[C@H](C)N.COC[C@H](C)N.O.O.O.O.O.O
Energy above the lowest of the compared OMol25 structures with the same formula, charge and spin   2.396 eV
HOMO level   -9.22 eV

Entry 4:
Here is an isolated molecule of C9H17Cl2N from the OMol25 dataset. Energies are from the ωB97M-V functional and the def2-TZVPD basis.

Each line ends with the natural charge from an NBO analysis.
CARTESIAN COORDINATES (ANGSTROEM)
C (-1.686, -1.140, -1.233)  -0.221
C (1.361, -0.570, 0.991)  -0.461
H (-3.701, -2.191, -0.940)  0.212
H (-4.213, -0.791, 1.066)  0.206
H (1.929, -1.051, 1.827)  0.217
C (-3.676, -0.526, 0.248)  -0.390
H (-1.992, -0.602, -2.117)  0.204
C (-1.481, 0.961, -0.115)  -0.047
C (-0.576, 2.046, 0.494)  -0.344
H (-1.211, 2.911, 0.604)  0.226
N (-0.647, -0.345, -0.480)  -0.463
C (2.214, -1.092, -0.129)  -0.370
H (0.099, -2.198, 0.441)  0.205
H (-3.389, 1.473, 0.787)  0.217
H (1.569, 0.499, 0.864)  0.238
H (-2.053, 1.333, -1.139)  0.210
H (-1.283, -2.099, -1.327)  0.197
Cl (3.906, -0.801, -0.010)  -0.055
H (-2.428, 0.477, 1.859)  0.205
H (-2.604, -2.229, 0.396)  0.185
C (-0.113, -1.094, 0.749)  -0.247
H (-4.474, -0.220, -0.612)  0.191
H (2.087, -2.194, -0.202)  0.196
H (-0.914, -1.044, 1.531)  0.198
H (-0.189, 1.672, 1.394)  0.210
C (-2.943, -1.711, -0.371)  -0.412
Cl (1.000, 2.252, -0.506)  -0.092
C (-2.794, 0.547, 0.809)  -0.433
H (2.068, -0.531, -0.954)  0.219

Values from the calculation:
SMILES   ClCCCN1CCCC[C@H]1CCl
Energy above the lowest of the compared OMol25 structures with the same formula, charge and spin   3.291 eV
HOMO level   -8.64 eV

Entry 5:
Here is the ion C5H11N with charge -1 from the OMol25 dataset. Energies are from the ωB97M-V functional and the def2-TZVPD basis.

Each line ends with the Mulliken spin population.
CARTESIAN COORDINATES (ANGSTROEM)
C (-0.689, 0.340, -0.120)  1.381
H (0.528, -2.079, -0.618)  -0.121
H (-1.056, -0.249, -1.059)  0.127
H (1.010, -3.214, 1.264)  -0.118
H (0.046, 2.439, 0.015)  -0.010
H (-1.281, -0.035, 0.751)  -0.332
C (0.749, -0.124, -0.029)  0.322
H (1.242, 0.484, 0.744)  -0.161
C (-0.772, 1.876, -0.428)  0.163
H (1.938, -1.837, 1.865)  -0.007
C (1.065, -2.142, 1.399)  0.296
H (0.160, -1.789, 1.936)  -0.071
N (1.195, -1.499, 0.019)  -0.173
H (1.402, 0.293, -0.847)  0.074
C (-1.657, 2.373, -1.328)  0.001
H (-2.545, 1.949, -1.742)  -0.493
H (-1.334, 3.214, -1.821)  0.120

Values from the calculation:
Total charge   -1
2S+1   2
Energy above the lowest of the compared OMol25 structures with the same formula, charge and spin   2.156 eV
HOMO level (spin up / spin down)   1.41 / -4.40 eV

In order of appearance, energy = -1341.62994 -5021.63598 -1325.52137 -1328.13769 -251.72045 Eh.